14
Properties=species:S:1:pos:R:3 method="wB97M-V/def2-TZVPD" smiles="NC(=O)C[C@H]1CO1" energy_ha=-361.8242 relative_energy_ev=1.5428
O -0.057 -2.189 -0.247
C 1.124 0.056 -0.430
H 0.738 -1.124 1.381
C -1.028 -1.207 0.102
H -0.852 2.530 0.699
H -1.117 1.397 -0.561
C 0.795 1.379 0.273
H 2.204 -0.079 -0.396
H -1.504 -0.718 -0.756
C 0.393 -1.000 0.357
H 0.792 0.045 -1.477
H -1.697 -1.456 0.923
N -0.487 1.808 0.105
O 1.571 1.971 0.998


14
Properties=species:S:1:pos:R:3 method="wB97M-V/def2-TZVPD" energy_ha=-361.6534 relative_energy_ev=6.1904
C -1.117 1.386 -0.394
H -2.114 1.007 -0.635
H 1.068 -1.288 -1.239
H -0.763 2.021 -1.210
C -0.606 -0.745 0.816
O 1.226 0.540 -0.166
N -0.241 -1.589 1.671
C -0.157 0.242 -0.189
O -1.814 -1.114 1.146
C 0.746 -0.247 -1.243
H 0.719 0.248 -2.213
H -1.184 1.989 0.516
H 2.257 -0.949 1.333
H 2.181 -1.550 1.767